1.
Below is a molecular structure, C16H20Cl2DyN2O7S, with properties calculated with wB97M-V/def2-TZVPD.

## Properties
- 2S+1 = 6
- net charge = +1
- HOMO (spin up / spin down) (eV) = -10.93 / -10.94
- largest force on an atom (eV Å⁻¹) = 3.9
- relative energy (zero: lowest compared OMol25 entry of this formula, charge and spin) (eV) = 0.0882
- frontier orbital gap (spin up / spin down) (eV) = 7.6731 / 7.6828
- calculated total energy (Ha) = -3461.489798

Each line ends with the Mulliken charge.
Cartesian coordinates (Å):
Dy -0.44867 -0.50864 1.03826  0.4020
O -0.64617 1.95506 -2.78744  -0.4984
C -0.94867 1.31956 -1.68144  0.7128
O -0.15467 0.59966 -1.09474  -0.0591
C -2.37087 1.61746 -1.22794  -0.6483
O -2.77907 0.85866 -0.11604  -0.3848
C -3.44567 -0.39434 -0.37564  -0.5754
C -2.40367 -1.34494 0.20836  0.8293
O -2.33037 -1.45674 1.45076  -0.6115
O -1.44707 -1.67964 -0.53574  -0.3695
H 0.28103 1.83766 -3.06384  0.3529
H -3.04847 1.52306 -2.08664  0.4640
H -2.37867 2.66816 -0.89554  0.2263
H -3.61357 -0.57014 -1.44064  0.4077
H -4.38187 -0.40944 0.19076  0.3735
Cl -1.83457 4.89896 6.01806  -0.2000
C -1.42067 3.87546 4.69566  0.2300
C -1.42867 4.40716 3.39366  -0.5989
C -1.10787 3.60606 2.33076  0.4881
Cl -1.09927 4.24256 0.73066  -0.2113
C -0.75627 2.22986 2.47826  0.1870
O -0.42157 1.53306 1.45316  -0.3709
C -0.76857 1.71536 3.81916  0.7667
C -0.44027 0.34946 4.06656  -0.1271
O -0.17287 -0.50974 3.20826  -0.5048
C -1.09567 2.56076 4.90396  -1.0856
H -1.68067 5.44706 3.24156  0.4727
H -0.41217 0.04506 5.12616  0.3730
H -1.08437 2.15746 5.90396  0.4104
C 3.12103 -0.28824 -3.45594  -0.8726
C 4.03753 -1.01594 -2.47434  -0.7864
N 3.49033 -1.00344 -1.13274  -0.1245
C 2.48243 -1.75234 -0.68064  0.5661
S 2.04613 -1.51014 0.96496  -0.5408
N 1.94123 -2.69224 -1.44294  0.0265
C 0.96633 -3.67884 -1.01934  0.0190
C 0.13413 -4.12474 -2.20824  -1.3611
H 3.55233 -0.30974 -4.45204  0.4016
H 3.00583 0.74786 -3.14984  0.2482
H 2.13723 -0.75184 -3.49244  0.2724
H 5.00703 -0.51834 -2.43444  0.4074
H 4.20673 -2.04984 -2.79054  0.3216
H 3.83293 -0.31174 -0.48114  0.2596
H 2.30173 -2.82004 -2.38024  0.2288
H 0.32433 -3.22684 -0.24564  0.0756
H 1.49013 -4.53424 -0.57914  0.3094
H -0.45807 -3.29944 -2.59464  0.2748
H -0.54507 -4.91264 -1.90164  0.3935
H 0.76583 -4.52134 -3.00124  0.4302

---

2.
Below is 2 unconnected molecules or ions with the total composition C4H11NO2, with properties calculated with wB97M-V/def2-TZVPD.

## Properties
- net charge = 0
- HOMO (eV) = -10.00
- largest force on an atom (eV Å⁻¹) = 1.0
- relative energy (zero: lowest compared OMol25 entry of this formula, charge and spin) (eV) = 0.8038
- frontier orbital gap (eV) = 10.6895
- calculated total energy (Ha) = -364.238632

Each line ends with the natural charge from an NBO analysis.
Cartesian coordinates (Å):
C -1.19721 -0.19894 -2.29353  -0.6115
C -1.23064 -0.55561 -0.81594  -0.4335
C -0.18200 -1.62026 -0.47369  -0.2125
N 1.16344 -1.08354 -0.20051  -0.6189
C 1.54859 0.00631 0.51396  0.5353
O 0.86392 0.87943 0.98906  -0.6158
H -1.83847 0.65064 -2.53535  0.2156
H -0.20955 0.14805 -2.59463  0.2067
H -1.55676 -1.04623 -2.88718  0.1995
H -0.96618 0.32558 -0.24148  0.2405
H -2.19999 -0.81968 -0.39146  0.2094
H -0.48917 -2.18887 0.39890  0.1988
H -0.05160 -2.29088 -1.30359  0.1965
H 1.89210 -1.45926 -0.77790  0.3905
H 2.65083 -0.00999 0.59314  0.0992
O 0.48543 3.31889 4.31482  -0.9414
H 1.38644 3.09491 4.02629  0.4686
H -0.06918 2.84944 3.67910  0.4730

---

3.
Below is 8 unconnected molecules or ions with the total composition C14H40BCl2F4O12, with properties calculated with wB97M-V/def2-TZVPD.

## Properties
- net charge = -1
- HOMO (eV) = -7.62
- largest force on an atom (eV Å⁻¹) = 1.3
- relative energy (zero: lowest compared OMol25 entry of this formula, charge and spin) (eV) = 0.0000
- frontier orbital gap (eV) = 10.0740
- calculated total energy (Ha) = -2805.269732

Each line ends with the Mulliken charge.
Cartesian coordinates (Å):
B -0.93687 -0.34752 0.07521  0.7796
F -1.53309 -1.12324 1.10142  -0.4156
F 0.10925 -1.09626 -0.49701  -0.2295
F -1.88504 0.00099 -0.88042  -0.4439
F -0.39653 0.80140 0.67560  -0.0389
C -2.88591 -3.64044 -1.14536  0.4268
C -2.75936 -3.60159 -2.65051  -0.4147
O -2.02296 -2.48534 -3.12208  -0.4971
O -3.42588 -2.43004 -0.63169  -0.6014
H -1.88521 -3.74054 -0.71292  -0.6115
H -3.46279 -4.50641 -0.82027  0.4841
H -3.75473 -3.63414 -3.11929  0.2576
H -2.26066 -4.50605 -3.01371  0.3536
H -2.23452 -1.76441 -2.51361  0.2384
H -2.69950 -1.83290 -0.41927  0.0784
C 0.81884 -0.69794 3.80347  -0.5744
C 0.03457 0.56405 4.05876  0.1308
O -1.31427 0.45498 3.59582  -0.6070
O 1.37039 -0.81327 2.48304  -0.6326
H 0.23658 -1.59251 4.04481  0.2425
H 1.73605 -0.72027 4.39949  0.4488
H 0.49306 1.45129 3.61284  -0.1640
H -0.03749 0.72165 5.13677  0.4223
H -1.30478 0.17362 2.67286  0.2715
H 0.69801 -0.64327 1.80956  0.1375
C -1.22971 1.81102 -3.24161  -0.1919
C 0.22448 1.68328 -2.86132  0.6222
O 0.87656 2.92669 -3.09780  -0.6175
O -1.42384 2.36622 -4.53274  -0.5875
H -1.78954 2.39231 -2.50559  0.2792
H -1.62235 0.78992 -3.18885  -0.0530
H 0.68701 0.86393 -3.42115  -0.0501
H 0.28704 1.45403 -1.79356  -0.2390
H 1.76616 2.90608 -2.73593  0.3229
H -2.09291 3.04889 -4.47268  0.3822
C 2.20587 2.39228 1.20628  0.9851
C 1.91552 3.63190 2.01514  -0.6667
O 2.39981 3.53421 3.35576  -0.5980
O 3.58598 2.32826 0.84994  -0.6665
H 1.60589 2.44307 0.29054  -0.2488
H 1.89024 1.47509 1.70292  -0.0470
H 0.85590 3.89104 2.02567  0.1221
H 2.41138 4.47038 1.50991  0.4762
H 3.33206 3.76409 3.33817  0.3220
H 4.00191 1.65911 1.39880  0.3973
C 3.92979 -1.97720 -3.17278  -0.6951
C 2.54110 -1.69602 -2.65021  -0.0968
O 2.67004 -0.97282 -1.44497  -0.4831
O 4.56952 -0.82488 -3.72066  -0.5501
H 3.79090 -2.64254 -4.03110  0.3508
H 4.55793 -2.46539 -2.42496  0.3040
H 2.06608 -2.67445 -2.49574  0.2363
H 1.97039 -1.16012 -3.41629  0.1970
H 1.80637 -0.86912 -1.02380  0.2918
H 4.48550 -0.14873 -3.03732  0.3287
C -2.18620 3.68586 0.35763  0.2631
C -2.01816 3.32147 1.81356  0.2988
O -1.87705 4.49627 2.60689  -0.6047
O -3.41280 4.35902 0.09936  -0.6080
H -2.22053 2.73770 -0.19085  -0.2759
H -1.34542 4.29211 0.02659  0.2861
H -1.13211 2.68794 1.90700  -0.3540
H -2.84762 2.67915 2.13949  0.3693
H -1.37070 4.26336 3.38955  0.3676
H -4.08646 4.07052 0.72006  0.3464
Cl 1.94689 -4.95542 1.18303  -0.2230
C 0.46571 -3.94522 1.16766  0.5741
C -0.70979 -4.77478 1.65873  -0.4471
Cl -1.08047 -6.07479 0.46829  -0.2214
H 0.29127 -3.64091 0.14081  -0.0670
H 0.66094 -3.10693 1.82680  -0.3185
H -1.60640 -4.16899 1.75892  0.2729
H -0.44336 -5.31874 2.55888  0.4733

---

4.
Below is a molecular structure, C3H7NO2, with properties calculated with wB97M-V/def2-TZVPD.

## Properties
- net charge = 0
- HOMO (eV) = -7.89
- largest force on an atom (eV Å⁻¹) = 6.9
- relative energy (zero: lowest compared OMol25 entry of this formula, charge and spin) (eV) = 9.0950
- frontier orbital gap (eV) = 8.2967
- calculated total energy (Ha) = -323.446733

Each line ends with the natural charge from an NBO analysis.
Cartesian coordinates (Å):
C -0.26200 -0.37126 0.66525  -0.2711
C -1.30150 -0.77112 -0.37850  -0.6348
N 0.69970 0.94523 0.26852  -0.4144
C 1.83936 -0.19734 -0.16525  0.4592
O -0.16849 1.98502 -0.10734  -0.5945
O 2.25342 -1.21737 -0.57148  -0.4968
H 0.27537 2.40897 -0.85692  0.4658
H 2.02725 1.03432 0.36529  0.3641
H 0.13729 -1.26228 1.15966  0.2421
H -0.77671 0.06043 1.53357  0.2089
H -1.84433 0.09973 -0.74963  0.2274
H -2.04444 -1.43953 0.06476  0.2295
H -0.83492 -1.27479 -1.22794  0.2145

---

5.
Below is 2 unconnected molecules or ions with the total composition C31H33OSi, with properties calculated with wB97M-V/def2-TZVPD.

## Properties
- net charge = +1
- HOMO (eV) = -10.94
- largest force on an atom (eV Å⁻¹) = 3.2
- frontier orbital gap (eV) = 5.5937
- calculated total energy (Ha) = -1565.493767

Each line ends with the natural charge from an NBO analysis.
Cartesian coordinates (Å):
C -1.22900 0.33591 3.55672  -0.2581
O 0.17808 0.00074 3.60732  -0.4667
C 1.16145 0.57158 2.93459  0.4861
C 2.22446 1.10743 3.71573  -0.1426
C 2.79584 2.36970 3.39073  -0.1148
C 3.58133 3.03603 4.31526  -0.2244
C 3.75489 2.55202 5.61634  0.1168
C 4.42460 3.40644 6.64982  -0.6588
C 3.29272 1.26109 5.90215  -0.2160
C 2.52580 0.55549 4.99633  -0.1192
H -1.74889 -0.46665 4.08316  0.2324
H -1.37881 1.28346 4.07461  0.2148
H -1.65599 0.38899 2.54962  0.2176
H 0.94854 0.91617 1.91650  0.2166
H 2.49147 2.84387 2.45866  0.2338
H 4.01078 4.00890 4.07565  0.2386
H 4.52081 2.88588 7.60072  0.2347
H 5.42800 3.61918 6.28116  0.2491
H 3.96391 4.38353 6.84950  0.2536
H 3.48295 0.84436 6.88990  0.2380
H 2.01319 -0.35531 5.29519  0.2404
C -0.23931 -1.05774 0.70785  -0.7036
C 1.06447 -1.16956 -0.00192  0.0672
C 2.16445 -1.58594 0.69132  -0.4353
C 1.11717 -0.77153 -1.46477  -0.9454
Si -0.57524 -0.68371 -2.31326  1.7183
C -1.69439 -2.07805 -1.75025  -0.5344
C -2.77029 -1.85966 -0.86027  -0.2037
C -3.44631 -2.95031 -0.29979  -0.2224
C -3.12890 -4.25651 -0.69047  -0.2080
C -2.07299 -4.47616 -1.57826  -0.2130
C -1.31938 -3.39325 -2.07523  -0.1449
C -1.42632 0.97976 -1.99719  -0.5150
C -2.40086 1.37688 -2.93970  -0.1188
C -3.12345 2.57001 -2.76041  -0.2203
C -2.94060 3.34337 -1.60190  -0.2029
C -1.98657 2.93726 -0.65890  -0.2227
C -1.14568 1.84255 -0.91702  -0.2119
C -0.39411 -0.92440 -4.15413  -0.5041
C -1.37055 -1.58683 -4.91596  -0.2024
C -1.20962 -1.70454 -6.30921  -0.2059
C -0.06676 -1.19950 -6.93539  -0.2237
C 0.90693 -0.53864 -6.17173  -0.1388
C 0.73290 -0.36419 -4.79038  -0.2236
H -0.70757 -0.09967 0.45144  0.2160
H -0.93599 -1.87214 0.47003  0.2742
H -0.12424 -1.08756 1.78806  0.1974
H 3.13066 -1.74120 0.21335  0.2140
H 2.06259 -1.85012 1.74123  0.1843
H 1.51910 0.25185 -1.57814  0.2526
H 1.78567 -1.44411 -2.02597  0.2681
H -3.03127 -0.83466 -0.55751  0.2164
H -4.20986 -2.76621 0.45796  0.2157
H -3.70246 -5.09947 -0.30199  0.2241
H -1.80838 -5.48637 -1.89635  0.2204
H -0.45368 -3.57709 -2.73413  0.2151
H -2.59343 0.75402 -3.82845  0.2200
H -3.83015 2.88721 -3.53376  0.2245
H -3.52938 4.25731 -1.45333  0.2262
H -1.86413 3.49313 0.27303  0.2065
H -0.27078 1.70065 -0.27328  0.1852
H -2.25573 -2.01532 -4.42545  0.2248
H -1.98665 -2.20367 -6.88779  0.2204
H 0.06429 -1.31753 -8.01325  0.2232
H 1.80699 -0.14886 -6.65239  0.2072
H 1.47364 0.20175 -4.20600  0.2068

---

6.
Below is a molecular structure, C2H7N3OS, with properties calculated with wB97M-V/def2-TZVPD.

## Properties
- net charge = 0
- HOMO (eV) = -8.58
- largest force on an atom (eV Å⁻¹) = 6.1
- relative energy (zero: lowest compared OMol25 entry of this formula, charge and spin) (eV) = 5.3521
- frontier orbital gap (eV) = 7.9591
- calculated total energy (Ha) = -717.879216

Each line ends with the natural charge from an NBO analysis.
Cartesian coordinates (Å):
C 1.25597 -0.60214 -0.01570  -0.4684
C -1.01208 0.36603 0.67162  0.7708
H 1.75460 0.45795 0.27284  0.2176
H 2.12991 -1.62749 0.30326  0.2327
H 0.69804 -0.79067 -1.16082  0.2437
H 1.30683 -2.03299 2.88335  0.0844
H -1.77893 1.87591 -0.27770  0.3849
H -1.07307 0.67683 -2.28536  0.3484
H -0.00912 1.84279 -2.15546  0.3644
N 0.03520 -0.59004 0.82284  -0.6352
N -0.90844 1.27854 -0.36056  -0.5081
N -0.35140 1.07261 -1.69660  -0.6402
O -1.88003 0.28728 1.42709  -0.5818
S -0.16749 -2.21462 1.57121  0.1869